#A
The following is a DFT calculation (the ωB97M-V functional and the def2-TZVPD basis) of the molecule C4H12N2S.

## Properties
HOMO level = -8.73 eV
total charge = 0
frontier orbital gap = 0.34987 Eh
SMILES = CNC[C@@H](N)CS

Geometry as XYZ:
```
19
Properties=species:S:1:pos:R:3:lowdin_charge:R:1
N 1.2231 0.6806 -0.1147 0.046
C 0.4313 -0.4160 0.5644 -0.435
C 0.0718 -0.1828 1.9791 -0.586
S 1.2733 -0.0800 3.3465 0.713
C -0.6764 -0.9654 -0.3552 -0.187
N -0.5045 -0.7809 -1.8031 -0.101
C -0.7967 0.5426 -2.3911 -0.126
H 2.0496 1.0699 0.2722 0.047
H 0.5847 1.4987 -0.1970 0.077
H 1.1761 -1.2044 0.7746 0.127
H -0.5211 0.7295 2.1404 0.070
H -0.5341 -1.0642 2.1880 0.069
H 0.6894 1.0820 3.4910 -0.164
H -1.6515 -0.5807 -0.0650 0.115
H -0.8924 -1.9827 -0.1586 0.098
H 0.3923 -0.9594 -2.0255 0.041
H 0.1317 1.1439 -2.6254 0.080
H -1.2229 1.1326 -1.6462 0.044
H -1.2237 0.3370 -3.3744 0.073
```

#B
The following is a DFT calculation (the ωB97M-V functional and the def2-TZVPD basis) of a cluster of 2 separate species, C4H12N2S in total.

## Properties
HOMO level = -8.81 eV
total charge = 0
frontier orbital gap = 0.23165 Eh

Geometry as XYZ:
```
19
Properties=species:S:1:pos:R:3:lowdin_charge:R:1
N 2.2943 -0.2412 -1.2148 0.042
C 1.1584 -0.1391 -0.2456 -0.440
C 0.8965 1.3018 0.1562 -0.237
C -0.5716 1.4879 0.6462 -0.661
S -1.1861 0.1084 1.5223 0.733
C -0.1875 -0.6433 -0.8874 -0.414
N 0.0371 -1.7312 -1.7136 0.123
H 1.7515 -0.1024 -2.0671 0.057
H 2.4541 -1.2433 -1.2948 0.062
H 1.3413 -0.6652 0.7054 0.123
H 1.4531 1.5731 1.0580 0.109
H 1.1553 1.9422 -0.7085 0.122
H -0.5703 2.3613 1.2941 0.068
H -1.2559 1.8655 -0.1708 0.089
H -4.4597 -1.3608 1.2958 0.000
H -0.9501 -0.9126 -0.0973 0.029
H -0.4270 0.3132 -1.3729 0.124
H -4.6568 -2.0738 1.2291 0.013
H -0.6776 -1.7307 -2.4606 0.057
```

Which structure is most stable? #A, by 0.1326 hartree over the runner-up.

#A
The following is a DFT calculation (the ωB97M-V functional and the def2-TZVPD basis) of the molecule C4H12N2S.

## Properties
HOMO level = -8.83 eV
total charge = 0
frontier orbital gap = 0.35266 Eh
SMILES = NCCNCCS

Geometry as XYZ:
```
19
Properties=species:S:1:pos:R:3:lowdin_charge:R:1
C -0.6588 0.5047 0.2751 -0.260
N -0.2586 -0.8167 -0.2443 -0.095
C 1.0327 -0.8165 -0.9634 -0.325
C 2.1448 -0.0197 -0.1958 -0.457
S 3.8665 -0.4913 -1.0472 0.576
C -1.9014 0.4886 1.2265 -0.300
N -3.0973 0.0412 0.5637 -0.030
H 0.1865 1.0621 0.6690 0.084
H -1.0910 0.9657 -0.6879 0.134
H 0.1285 -1.3554 0.5663 0.105
H 0.8429 -0.3116 -1.9414 0.119
H 1.3754 -1.8330 -1.0762 0.085
H 2.0903 1.0408 -0.4208 0.037
H 2.1060 -0.1480 0.9334 0.098
H 4.1493 0.1146 -2.2728 -0.154
H -1.5112 -0.2494 1.9507 0.107
H -1.9643 1.5051 1.7028 0.111
H -3.8571 -0.5176 0.9355 0.061
H -3.5833 0.8364 0.0270 0.104
```

#B
The following is a DFT calculation (the ωB97M-V functional and the def2-TZVPD basis) of the molecule C4H12N2S.

## Properties
HOMO level = -8.75 eV
total charge = 0
frontier orbital gap = 0.36012 Eh
SMILES = NCCNCCS

Geometry as XYZ:
```
19
Properties=species:S:1:pos:R:3:lowdin_charge:R:1
C -1.0945 -0.6209 -0.3763 -0.185
N 0.2376 0.1615 -0.4596 -0.098
C 1.3476 0.1632 0.6883 -0.213
C 2.1755 -1.0710 0.3246 -0.561
S 3.8976 -1.1622 -0.3809 0.668
C -2.1545 0.3404 0.2933 -0.285
N -2.5472 1.4069 -0.5977 -0.031
H -0.9886 -1.5214 0.2256 0.100
H -1.3115 -0.9069 -1.3907 0.089
H -0.1676 1.1315 -0.4008 0.075
H 2.0484 0.9688 0.5805 0.080
H 0.7732 0.3756 1.6254 0.110
H 1.7745 -1.7038 -0.4863 0.035
H 2.1804 -1.6168 1.3274 0.080
H 4.1207 0.0639 -0.7738 -0.195
H -1.6289 0.5386 1.2361 0.089
H -3.1942 -0.0508 0.5381 0.116
H -2.2611 1.3905 -1.5707 0.074
H -3.2076 2.1128 -0.4024 0.050
```

#C
The following is a DFT calculation (the ωB97M-V functional and the def2-TZVPD basis) of the molecule C4H12N2S.

## Properties
HOMO level = -8.72 eV
total charge = 0
frontier orbital gap = 0.35814 Eh
SMILES = NCCNCCS

Geometry as XYZ:
```
19
Properties=species:S:1:pos:R:3:lowdin_charge:R:1
C -0.4317 1.7693 0.5211 -0.238
N -0.2561 0.3241 0.2854 -0.079
C 0.6855 0.0314 -0.8209 -0.313
C 0.7421 -1.4377 -1.0963 -0.540
S -0.7856 -2.3045 -1.7125 0.657
C 0.5127 2.3103 1.5583 -0.293
N 0.3594 1.5577 2.7909 -0.015
H -0.3510 2.3062 -0.4257 0.112
H -1.4823 1.8842 0.8003 0.108
H -1.6919 -1.5130 -1.1524 -0.178
H 1.6924 0.4003 -0.5950 0.116
H 0.2456 0.5244 -1.6937 0.112
H 1.4600 -1.6118 -1.8946 0.061
H 0.9803 -1.9886 -0.1869 0.058
H 0.3853 3.3919 1.7714 0.108
H 1.5576 2.3491 1.2305 0.105
H 0.7237 1.9712 3.6197 0.056
H 0.2073 -0.0438 1.1104 0.085
H -0.6032 1.2960 2.9884 0.076
```

#D
The following is a DFT calculation (the ωB97M-V functional and the def2-TZVPD basis) of the molecule C4H12N2S.

## Properties
HOMO level = -8.72 eV
total charge = 0
frontier orbital gap = 0.35680 Eh
SMILES = CN[C@@H](CN)CS

Geometry as XYZ:
```
19
Properties=species:S:1:pos:R:3:lowdin_charge:R:1
C 1.0614 -0.7742 -2.3699 -0.139
N 0.8732 0.5270 -1.7168 -0.090
C 0.1357 0.3778 -0.4709 -0.462
C 0.9638 -0.4024 0.6025 -0.474
S 0.2929 0.1091 2.2565 0.700
C -1.2361 -0.2768 -0.5992 -0.282
N -2.2790 0.3611 0.2233 -0.023
H 0.1541 -1.3652 -2.5294 0.072
H 1.8047 -1.3808 -1.8125 0.083
H 1.5402 -0.6708 -3.3464 0.076
H 0.3710 1.0857 -2.3969 0.103
H -0.0178 1.4326 -0.1319 0.128
H 2.0330 -0.2858 0.4070 0.083
H 0.7307 -1.4627 0.4998 0.055
H 1.2999 0.6408 2.9734 -0.168
H -1.6035 -0.1571 -1.6388 0.105
H -1.3153 -1.3844 -0.4197 0.122
H -3.2391 0.3320 -0.0810 0.061
H -2.0069 1.3241 0.3765 0.049
```

Which structure is most stable? #C, by 0.0176 hartree over the runner-up.

#A
The following is a DFT calculation (the ωB97M-V functional and the def2-TZVPD basis) of a cluster of 12 separate species, C12H48N24O12 in total.

## Properties
HOMO level = -8.41 eV
total charge = 0
frontier orbital gap = 0.28487 Eh
SMILES = NC(N)=O.NC(N)=O.NC(N)=O.NC(N)=O.NC(N)=O.NC(N)=O.NC(N)=O.NC(N)=O.NC(N)=O.NC(N)=O.NC(N)=O.NC(N)=O

Geometry as XYZ:
```
96
Properties=species:S:1:pos:R:3:lowdin_charge:R:1
C -0.5970 3.5799 4.1088 -0.801
O -0.4258 3.0314 3.0302 0.006
N -0.0754 4.6930 4.4886 0.209
N -1.3296 2.9090 4.9049 0.181
H 0.4838 5.1228 3.7657 0.100
H -0.4690 5.0585 5.3439 0.127
H -1.7766 2.0821 4.5354 0.083
H -1.6706 3.3641 5.7396 0.121
C -1.4017 -1.0110 3.5724 -0.770
O -0.3646 -1.5707 3.2700 0.021
N -2.5364 -1.4974 3.9012 0.194
N -1.4888 0.2790 3.4806 0.168
H -3.1060 -0.7079 4.1697 0.115
H -2.5869 -2.4185 4.3124 0.138
H -2.4196 0.6123 3.6870 0.105
H -0.7360 0.9184 3.2694 0.073
C -2.2169 2.8683 -4.7042 -0.863
O -1.4136 3.7615 -4.7228 0.052
N -2.1651 1.9314 -3.8823 0.181
N -3.2218 2.7110 -5.4976 0.168
H -1.2772 1.7129 -3.4535 0.120
H -2.9782 1.3325 -3.9000 0.100
H -3.8821 1.9692 -5.3133 0.111
H -3.1819 3.2043 -6.3780 0.123
C -1.4284 -1.9142 -4.9139 -0.757
O -2.6056 -1.7078 -5.0644 0.055
N -0.7169 -1.4953 -3.8922 0.153
N -0.5919 -2.6099 -5.6696 0.166
H 0.1483 -1.9728 -3.6835 0.069
H -1.2832 -0.9279 -3.2779 0.089
H 0.3496 -2.4496 -5.3408 0.099
H -0.8320 -3.1991 -6.4540 0.124
C 0.8391 -4.7016 1.1550 -0.780
O 1.9365 -4.5658 1.7105 0.017
N 0.5087 -5.5275 0.1936 0.161
N -0.0904 -3.8744 1.3433 0.190
H 1.2966 -6.0972 -0.0799 0.116
H -0.4346 -5.8858 0.2373 0.115
H 0.1503 -3.0336 1.8485 0.081
H -1.0236 -4.0254 0.9879 0.123
C 3.9063 -1.7035 0.6545 -0.726
O 4.7162 -0.7902 0.4047 0.016
N 3.5297 -2.6448 -0.1794 0.163
N 3.1822 -1.7848 1.7752 0.160
H 2.9244 -3.3045 0.2880 0.066
H 3.7025 -2.6412 -1.1745 0.108
H 3.2379 -0.9086 2.2744 0.050
H 2.5805 -2.5472 2.0525 0.074
C 2.8782 1.1658 3.6456 -0.789
O 3.2361 0.8868 2.5274 0.028
N 1.7566 0.6957 4.1532 0.201
N 3.3835 2.1544 4.2707 0.189
H 1.3856 -0.0290 3.5556 0.083
H 1.4622 1.0825 5.0385 0.118
H 3.1784 2.5229 5.1885 0.129
H 4.1805 2.3905 3.6971 0.138
C -3.7518 -1.0629 -1.7994 -0.739
O -4.0288 0.1427 -1.6690 0.013
N -2.6594 -1.5054 -1.2320 0.145
N -4.3289 -2.0219 -2.5269 0.155
H -2.2135 -0.7393 -0.7479 0.074
H -2.3662 -2.4719 -1.2418 0.104
H -3.6476 -2.6606 -2.9115 0.084
H -4.8300 -1.5213 -3.2469 0.107
C -2.2072 4.5142 -0.4432 -0.828
O -3.1084 5.3237 -0.3385 0.020
N -0.9602 4.6946 -0.1299 0.164
N -2.3062 3.3322 -0.8594 0.179
H -0.7138 5.6461 0.1026 0.119
H -0.2963 3.9604 -0.3309 0.078
H -3.1677 3.0545 -1.3074 0.119
H -1.5890 2.6222 -0.8996 0.067
C 2.4242 -4.8555 -3.4216 -0.815
O 3.5283 -4.7028 -3.9224 0.056
N 1.8336 -5.9870 -3.1046 0.167
N 1.7222 -3.9315 -2.9987 0.157
H 2.2005 -6.9042 -3.3151 0.125
H 0.8630 -5.8597 -2.8559 0.095
H 2.1214 -3.0626 -2.6733 0.113
H 0.7433 -4.0708 -2.7927 0.107
C 0.2398 0.1057 -0.4488 -0.664
O -0.8215 0.6427 -0.8405 -0.026
N 0.4772 -1.1523 -0.7722 0.193
N 0.9562 0.5951 0.5326 0.220
H 1.1925 -1.5244 -0.1639 0.077
H 0.2474 -1.5190 -1.6848 0.069
H 1.7926 0.1064 0.8185 0.079
H 0.6492 1.3765 1.0942 0.092
C 2.2918 4.8244 1.1094 -0.797
O 2.6849 5.7860 0.5889 0.107
N 2.2160 4.6698 2.4186 0.154
N 1.8764 3.7289 0.4798 0.171
H 1.9160 3.8677 2.9541 0.063
H 2.4360 5.4552 3.0143 0.113
H 2.2215 3.7150 -0.4693 0.131
H 1.7370 2.8968 1.0351 0.065
```

#B
The following is a DFT calculation (the ωB97M-V functional and the def2-TZVPD basis) of a cluster of 12 separate species, C12H48N24O12 in total.

## Properties
HOMO level = -9.13 eV
total charge = 0
frontier orbital gap = 0.33426 Eh
SMILES = NC(N)=O.NC(N)=O.NC(N)=O.NC(N)=O.NC(N)=O.NC(N)=O.NC(N)=O.NC(N)=O.NC(N)=O.NC(N)=O.NC(N)=O.NC(N)=O

Geometry as XYZ:
```
96
Properties=species:S:1:pos:R:3:lowdin_charge:R:1
C -0.2348 -0.7147 0.4783 -0.557
O 0.1277 -1.8599 0.9251 -0.095
N -0.8187 0.2520 1.2769 0.185
N -0.0898 -0.4400 -0.8669 0.190
H -1.3384 0.9830 0.8284 0.093
H -1.0293 0.0351 2.2373 0.066
H 0.0025 0.4553 -1.3492 0.046
H 0.1746 -1.2123 -1.4513 0.047
C 2.0431 -2.4654 -3.7681 -0.556
O 1.0839 -2.0528 -3.0699 -0.061
N 1.8000 -2.9420 -5.0766 0.158
N 3.3193 -2.6761 -3.2494 0.174
H 0.8871 -2.8407 -5.4835 0.075
H 2.5021 -3.3502 -5.6543 0.085
H 3.4895 -2.6204 -2.2436 0.053
H 4.0487 -3.0885 -3.7881 0.091
C 3.9425 0.9420 -1.4737 -0.545
O 3.8727 0.9057 -0.2355 -0.002
N 5.1532 1.2981 -2.1702 0.132
N 2.8824 0.5473 -2.3315 0.167
H 5.7035 1.9794 -1.6619 0.093
H 5.1079 1.4666 -3.1511 0.066
H 2.0199 0.3404 -1.8520 0.044
H 2.9995 0.2944 -3.2805 0.072
C -4.7526 4.2812 -0.0795 -0.575
O -5.6605 4.5370 -0.8876 -0.006
N -4.1280 5.2837 0.7526 0.126
N -4.2013 2.9865 0.1117 0.136
H -4.2585 6.2141 0.3906 0.083
H -3.5945 5.0805 1.5670 0.052
H -3.6230 2.7352 0.8869 0.017
H -4.6401 2.2515 -0.4229 0.092
C 0.2493 -4.6601 -1.3954 -0.583
O 0.1705 -5.4234 -2.3695 -0.021
N -0.8390 -3.8770 -0.9449 0.156
N 1.4667 -4.4743 -0.6956 0.164
H -0.8125 -3.4025 -0.0557 0.045
H -1.7372 -4.0545 -1.3581 0.094
H 1.4204 -3.7188 -0.0250 0.051
H 2.3053 -4.8509 -1.0764 0.086
C -0.2780 2.5553 -3.3200 -0.568
O 0.1951 2.0485 -2.2733 -0.059
N -0.9761 3.7331 -3.2876 0.174
N -0.0285 2.1048 -4.5936 0.176
H -1.4193 4.1348 -4.0888 0.102
H -0.9595 4.3093 -2.4690 0.099
H -0.0796 2.7499 -5.3494 0.096
H 0.3587 1.1955 -4.7436 0.101
C -1.7164 -2.1706 4.2388 -0.501
O -1.7425 -0.9257 4.4643 -0.066
N -1.7792 -3.0978 5.3097 0.147
N -1.7754 -2.8252 2.9907 0.175
H -1.9601 -4.0619 5.1815 0.080
H -1.6405 -2.7269 6.2336 0.100
H -1.7413 -2.2795 2.1531 0.066
H -1.6439 -3.8054 2.9876 0.087
C 0.6519 1.8991 5.6521 -0.563
O 1.3956 2.5836 6.4442 -0.054
N 0.4039 2.2796 4.3312 0.160
N 0.1754 0.6223 6.0564 0.134
H -0.0012 1.6572 3.6582 0.056
H 0.7121 3.1486 3.9238 0.091
H 0.4119 0.4119 7.0020 0.081
H -0.5756 0.1605 5.5496 0.029
C -3.1160 2.5609 3.9162 -0.546
O -3.0052 2.4226 2.6603 -0.054
N -3.3384 3.8232 4.5002 0.155
N -3.1796 1.4859 4.7989 0.159
H -3.2689 4.7042 4.0449 0.085
H -3.6542 3.8509 5.4498 0.086
H -3.6477 1.6410 5.6662 0.090
H -3.0246 0.5226 4.5118 0.063
C 3.7156 -2.5066 0.5738 -0.556
O 4.3240 -2.4399 -0.5368 -0.052
N 2.8847 -1.4834 1.0250 0.175
N 3.6715 -3.7129 1.3219 0.136
H 2.2458 -1.6104 1.7775 0.077
H 2.8991 -0.6382 0.4602 0.060
H 4.3181 -4.4345 1.0673 0.093
H 3.3439 -3.6826 2.2665 0.086
C 1.3839 4.1252 0.3963 -0.594
O 1.3525 4.6226 1.5307 -0.008
N 1.3531 2.7480 0.1509 0.164
N 1.3816 4.9571 -0.7550 0.143
H 1.3264 2.4533 -0.8158 0.035
H 1.0790 2.2231 0.9605 0.080
H 1.2191 4.4248 -1.5861 0.051
H 1.2805 5.9368 -0.6270 0.087
C -2.0199 -3.4798 -4.9163 -0.584
O -3.0933 -3.4566 -5.5884 -0.037
N -1.0693 -4.5230 -4.9609 0.138
N -1.6637 -2.4719 -3.9936 0.136
H -1.3072 -5.2905 -5.5567 0.093
H -0.4894 -4.6278 -4.1341 0.044
H -2.1943 -1.6209 -4.0046 0.085
H -0.7088 -2.3683 -3.6417 0.031
```

Which structure is most stable? #B, by 0.2863 hartree over the runner-up.